(1)
17
Properties=species:S:1:pos:R:3 method="wB97M-V/def2-TZVPD" spin_multiplicity=1 smiles="C[C@@H]1OCC2=C[C@H]21.[H][H]" charge=0
O 1.2954 -0.8013 -0.6895
C -1.3540 -1.6074 0.3128
C 1.3637 1.1027 0.8099
C -1.0035 -0.9115 -0.7431
C 0.9749 -0.3649 0.6231
C -0.5493 -0.5121 0.7808
C 0.1797 -0.5318 -1.5415
H -2.1656 -2.2202 0.6711
H 0.3190 -1.1405 -2.4351
H 0.7943 1.7587 0.1379
H 2.4277 1.2296 0.5918
H -1.0288 0.2621 1.3993
H -1.9490 1.6632 -0.3932
H 1.1752 1.4352 1.8364
H -2.1714 1.1021 -0.8325
H 0.1289 0.5264 -1.8277
H 1.5627 -0.9902 1.2995



(2)
17
Properties=species:S:1:pos:R:3 method="wB97M-V/def2-TZVPD" spin_multiplicity=1 smiles="C=CC1CC1.C=O" charge=0
O -0.3874 3.1044 -1.6166
C -0.0126 -0.9544 0.5874
C -0.2966 -0.1349 1.8257
C 0.5021 -0.6163 -1.8309
C -1.0560 2.1222 -1.4201
C 0.7249 -1.2264 1.8752
C 0.7112 -0.3352 -0.5452
H 0.4835 -2.1386 2.4123
H 0.0544 0.8942 1.8407
H -1.5143 1.5403 -2.2438
H -0.2360 -1.3549 -2.1386
H 1.7737 -0.9447 1.9197
H -1.2465 -0.2930 2.3284
H -0.7728 -1.6798 0.3034
H -1.2651 1.7398 -0.4013
H 1.4674 0.4061 -0.2781
H 1.0699 -0.1287 -2.6181



(3)
17
Properties=species:S:1:pos:R:3 method="wB97M-V/def2-TZVPD" spin_multiplicity=1 smiles="C[C@H]1CC=C[C@H]1O" charge=0
O -0.5273 -1.8950 -0.5718
C -1.7943 0.0744 0.0847
C -0.6714 -0.8832 0.4230
C 1.9330 -0.4827 0.1587
C 0.5538 0.0653 0.5051
C 0.1717 1.2837 -0.3568
C -1.3327 1.2433 -0.3570
H -2.8440 -0.2067 0.1399
H 2.0167 -0.7075 -0.9090
H -0.8305 -1.3856 1.3883
H 0.5872 2.2161 0.0422
H 0.5705 0.4019 1.5504
H -1.9475 2.0713 -0.7006
H 0.5529 1.1786 -1.3832
H -1.3125 -1.8693 -1.1317
H 2.1911 -1.3863 0.7195
H 2.6834 0.2819 0.3981



In order of appearance, energy above the lowest of the compared OMol25 structures with the same formula, charge and spin = 103.4, 45.2, 5.0 kcal/mol.
In order of appearance, frontier orbital gap = 9.34, 10.33, 10.64 eV.